1.
Density functional theory data (ωB97M-V with the def2-TZVPD basis set) for a structure of composition C30H24MnN5S2Se2.

```
64
Properties=species:S:1:pos:R:3:forces:R:3
Mn -0.21599 -1.26623 0.07643 -0.040 -0.068 0.027
C 3.80223 0.65163 -0.49474 0.017 0.007 0.048
C 2.66042 -0.15579 -0.64621 0.028 0.028 -0.002
N 1.80843 -0.35243 0.32735 0.023 -0.022 0.038
C 2.01256 0.21391 1.54227 0.134 0.093 -0.030
C 3.10465 1.07617 1.77280 -0.021 -0.015 0.023
C 4.00611 1.27532 0.70341 0.001 -0.033 -0.062
C 3.26415 1.69192 3.03865 -0.028 -0.005 0.029
C 2.34528 1.42376 4.01523 0.026 0.003 -0.066
C 1.26706 0.54386 3.81080 -0.018 0.036 0.040
C 1.05986 -0.09563 2.58965 -0.039 -0.010 0.101
N 0.04193 -0.91056 2.22290 0.058 0.002 -0.052
C -0.88708 -1.44139 3.06637 -0.061 -0.022 0.048
C -0.78565 -1.67092 4.43171 0.053 0.032 -0.010
C -1.83858 -2.25113 5.16395 -0.026 -0.023 0.038
C -3.01571 -2.61982 4.57940 -0.008 0.001 0.013
C -3.16276 -2.45088 3.18122 0.006 0.009 -0.027
C -4.32368 -2.83556 2.47308 0.009 0.004 0.015
C -4.38461 -2.68103 1.11817 0.005 0.006 -0.018
C -3.26870 -2.14376 0.45128 -0.020 -0.017 -0.017
N -2.18946 -1.76189 1.08566 -0.016 0.010 -0.040
C -2.10967 -1.88884 2.43230 -0.026 -0.019 0.051
H 4.48600 0.77952 -1.32326 -0.011 -0.003 -0.009
H 2.42847 -0.63648 -1.58970 -0.019 -0.010 -0.022
H 4.86215 1.92387 0.85472 -0.002 0.000 0.001
H 4.10240 2.35522 3.21158 0.001 -0.002 -0.001
H 2.44521 1.89631 4.98584 -0.008 0.000 0.004
H 0.56397 0.40231 4.61718 0.036 0.050 -0.035
H 0.13517 -1.43808 4.94506 -0.049 -0.061 0.008
H -1.70157 -2.40676 6.22802 0.014 0.008 -0.002
H -3.82418 -3.05236 5.15555 0.001 -0.001 -0.004
H -5.15619 -3.26148 3.02184 0.005 -0.003 0.004
H -5.25817 -2.97334 0.55178 0.001 -0.006 0.003
H -3.25448 -2.03033 -0.62832 -0.003 0.015 0.007
C -0.50367 2.96360 1.66181 -0.028 -0.058 -0.076
Se -1.50134 1.64203 0.64364 -0.015 0.044 -0.039
C -1.83215 2.70175 -0.96796 0.081 0.066 0.028
C -0.67675 3.56734 -1.44297 -0.028 -0.037 -0.012
Se 0.96668 2.57780 -1.82581 -0.030 0.035 0.083
C 2.13579 4.12122 -1.61185 -0.007 -0.067 -0.015
H -0.33184 2.52602 2.64218 0.022 -0.004 0.014
H -1.07104 3.88699 1.76674 0.007 0.003 -0.010
H 0.45546 3.13918 1.17702 0.035 0.039 0.039
H -2.69095 3.34622 -0.77709 -0.034 -0.013 -0.022
H -2.10896 1.96156 -1.71854 -0.016 0.000 0.000
H -0.41921 4.31547 -0.69199 0.002 -0.008 -0.001
H -0.97377 4.08979 -2.35313 -0.024 0.034 0.018
H 1.91717 4.88281 -2.35747 0.013 0.009 -0.003
H 3.15478 3.76312 -1.74865 0.003 0.034 0.002
H 2.03549 4.53536 -0.60928 0.002 -0.006 0.001
S 0.21413 -3.45482 -0.92042 0.099 -0.100 0.049
C -0.75123 -3.33718 -2.36665 -0.043 0.048 -0.048
C -1.03334 -4.52007 -3.06072 -0.020 0.039 -0.030
C -1.78215 -4.53889 -4.22794 0.035 0.046 0.040
C -2.04363 -5.78538 -4.88476 -0.044 -0.048 -0.027
N -2.25702 -6.79186 -5.40011 0.026 0.002 0.008
C -2.27808 -3.33148 -4.74292 0.012 0.035 0.058
C -2.00823 -2.14906 -4.06676 0.010 -0.047 0.011
C -1.26060 -2.11504 -2.88771 0.010 -0.023 0.001
S -0.99913 -0.55761 -2.12680 -0.067 0.006 -0.093
C -3.05723 -3.30078 -5.94356 -0.006 -0.029 -0.094
N -3.67644 -3.26689 -6.91324 -0.013 0.024 0.027
H -0.65161 -5.45068 -2.66307 -0.002 -0.007 -0.004
H -2.39085 -1.21747 -4.46189 -0.003 0.000 -0.006
```
Positions in Å, forces in eV/Å.

Total charge   -1
Orbital gap (alpha / beta)   0.235 / 0.241 Ha
E   -222638.97530 eV
2S+1   6
⟨S²⟩   8.76
Relative energy (zero: lowest compared OMol25 entry of this formula, charge and spin)   0.000 eV
Highest occupied orbital energy (alpha / beta)   -4.3382 / -4.5059 eV

Atom charges from the Löwdin analysis, given in e for atoms 1 to 2: Mn 0.367; C -0.070

***

2.
Density functional theory data (ωB97M-V with the def2-TZVPD basis set) for a structure of composition C30H25AgClN6SSe in a non-equilibrium geometry.

```
65
Properties=species:S:1:pos:R:3:forces:R:3
Ag 0.46520 0.27238 -0.93286 -1.477 -0.040 -0.917
C 3.04361 0.91356 2.77542 0.010 -0.063 -0.065
C 2.01972 1.50652 3.49769 -0.034 0.017 0.025
C 0.71160 1.16551 3.20106 -0.077 0.035 0.025
C 0.44411 0.26953 2.16341 -0.093 -0.087 -0.152
N 1.43659 -0.27193 1.44027 0.198 -0.042 0.544
C 2.68926 0.02107 1.77143 0.025 0.078 -0.048
C -0.94696 -0.12468 1.78472 0.117 -0.068 0.072
C -1.82999 -0.46047 2.81525 -0.055 -0.022 -0.074
C -3.11323 -0.90290 2.51086 0.077 0.048 -0.092
C -3.48733 -0.98332 1.17316 0.035 0.067 0.074
C -2.58645 -0.62622 0.16938 -0.105 0.207 -0.111
C -1.27966 -0.18527 0.40923 0.467 -0.019 0.699
H 4.08466 1.13147 2.98112 -0.010 -0.012 -0.007
H 2.23818 2.22708 4.27815 -0.014 -0.007 -0.021
H -0.11537 1.61265 3.73930 0.020 -0.016 -0.001
H 3.45919 -0.48637 1.19150 -0.020 0.049 -0.015
H -1.51279 -0.41369 3.85510 0.005 0.008 -0.049
H -3.80376 -1.17901 3.30022 0.000 -0.002 0.000
H -4.48813 -1.32013 0.91184 0.052 0.016 -0.009
H -2.93718 -0.67948 -0.85808 -0.019 0.025 0.005
N 4.10469 3.00863 -0.29297 0.093 0.148 0.129
C 3.39658 3.93040 0.45772 0.250 0.007 -0.043
C 3.78031 5.03357 1.21844 -0.020 -0.126 -0.071
C 2.76712 5.72479 1.85324 -0.210 -0.013 -0.001
C 1.41768 5.33353 1.73359 0.193 0.080 0.047
C 1.05226 4.24209 0.97423 -0.057 -0.021 0.000
C 2.06464 3.53666 0.32873 -0.314 -0.170 -0.041
N 1.96952 2.40189 -0.46312 -0.163 0.141 0.095
C 3.18625 2.11776 -0.79160 0.498 -0.598 -0.474
C 3.61101 0.93700 -1.58459 -0.756 0.406 0.513
C 4.85244 0.70342 -2.06485 0.505 0.187 -0.202
S 4.90062 -0.81446 -2.82740 0.103 -0.320 -0.205
C 3.24051 -1.05536 -2.44246 -0.135 0.073 -0.085
N 2.69934 -0.06781 -1.81276 0.461 0.092 0.371
H 5.10212 2.90929 -0.33498 -0.005 0.004 0.015
H 4.81672 5.33245 1.31565 -0.015 0.003 -0.004
H 3.01496 6.58962 2.45539 -0.008 -0.002 0.018
H 0.65586 5.89804 2.25585 0.023 0.021 0.000
H 0.02239 3.91903 0.88280 0.043 -0.006 -0.008
H 5.71680 1.35049 -2.05787 -0.048 -0.044 0.051
H 2.70241 -1.96018 -2.70529 0.035 0.091 0.068
Cl -0.81670 -0.43903 -4.46961 0.056 0.087 0.120
C -0.14406 0.84180 -3.22503 0.392 -0.083 0.132
H -0.89048 1.63743 -3.28633 -0.141 -0.054 -0.076
H 0.73311 1.21344 -3.77329 -0.069 -0.022 -0.083
C -1.96421 -4.36605 0.89580 0.004 0.079 -0.028
N -2.03840 -3.75913 -0.41221 0.047 -0.159 -0.009
C -0.97808 -3.27097 -1.12360 -0.323 0.177 0.018
Se 0.78610 -3.30191 -0.68210 0.125 -0.219 0.044
N -1.49838 -2.71654 -2.24127 0.022 0.183 -0.166
C -2.87687 -2.82922 -2.25583 0.219 -0.005 -0.117
C -3.83438 -2.40490 -3.15789 -0.089 0.042 -0.092
C -5.16067 -2.69486 -2.85493 0.046 -0.026 0.064
C -5.50771 -3.38248 -1.68904 0.072 0.021 -0.010
C -4.53763 -3.79892 -0.78220 -0.103 -0.039 -0.012
C -3.22216 -3.50708 -1.09138 0.173 -0.142 0.151
H -0.92045 -4.36950 1.19901 0.014 0.000 0.010
H -2.34267 -5.38993 0.86488 -0.005 -0.001 -0.014
H -2.54606 -3.77276 1.60351 0.015 0.017 -0.002
H -0.96013 -2.11433 -2.86412 -0.058 -0.004 -0.014
H -3.55291 -1.85326 -4.04585 0.000 -0.011 0.040
H -5.94082 -2.37512 -3.53465 0.015 -0.001 0.018
H -6.55064 -3.58711 -1.48171 0.010 0.004 -0.002
H -4.80128 -4.31673 0.13192 0.006 0.027 -0.029
```
Positions in Å, forces in eV/Å.

Total charge   -1
Orbital gap   0.170 Ha
E   -133160.47698 eV
Relative energy (zero: lowest compared OMol25 entry of this formula, charge and spin)   0.787 eV
Highest occupied orbital energy   -2.5479 eV

Atom charges from the Löwdin analysis, given in e for atoms 1 to 2: Ag 0.595; C -0.095

***

3.
Density functional theory data (ωB97M-V with the def2-TZVPD basis set) for a structure of composition C30H25BiF10N4O7 in a non-equilibrium geometry.

```
77
Properties=species:S:1:pos:R:3:forces:R:3
Bi -0.05743 0.07834 0.70188 0.417 0.229 -0.306
O 1.35947 -2.58406 3.55478 0.276 -0.030 0.414
C 0.00257 -2.32216 3.35038 -0.064 0.056 0.141
C -0.39853 -0.88746 3.76228 0.214 -0.251 0.320
N -1.34173 -0.23636 2.85368 -0.193 0.090 -0.090
C -2.54623 -1.01506 2.64678 -0.304 -0.520 -0.378
C -2.40213 -2.06886 1.52298 -0.190 0.126 0.479
O -3.04163 -3.10546 1.59958 -0.456 -0.342 0.153
O -1.64133 -1.74506 0.55718 0.354 0.262 -0.182
C -1.63953 1.11284 3.29478 0.134 0.597 0.126
C -0.46453 2.09604 3.06768 -0.589 -0.258 0.425
O -0.27863 2.97104 3.89018 0.046 0.379 0.347
O 0.18407 1.94384 1.97758 0.313 -0.389 -0.623
H 1.83587 -2.22616 2.75948 -0.068 -0.073 -0.146
H -0.55233 -3.04866 3.95338 -0.110 0.067 -0.179
H -0.25183 -2.48386 2.30388 -0.041 -0.092 -0.092
H 0.50507 -0.27776 3.79518 0.021 -0.038 0.064
H -0.82583 -0.90986 4.77768 0.023 0.124 -0.040
H -3.33763 -0.35126 2.29088 0.034 0.006 0.077
H -2.88803 -1.51066 3.56508 0.053 0.050 -0.057
H -1.94733 1.13984 4.35008 0.114 0.028 -0.112
H -2.44823 1.51164 2.67628 -0.003 -0.118 0.074
C 2.02757 -2.12376 -2.56732 0.080 0.158 0.111
N 1.03077 -1.88336 -1.55242 -0.086 -0.246 0.066
C -0.23613 -1.48366 -2.12782 0.016 0.281 -0.218
C -0.25833 -0.01546 -2.54702 0.061 -0.167 -0.305
N 0.29527 0.83164 -1.52062 -0.092 -0.568 0.582
C 0.58657 2.09054 -1.83622 0.283 1.146 -0.620
C 0.14147 2.79614 -2.98862 0.211 -0.059 0.028
F -0.69473 2.22784 -3.89982 -0.004 0.154 0.272
C 0.52277 4.09084 -3.27872 0.231 0.215 0.021
F 0.05997 4.67714 -4.40852 0.085 -0.049 0.278
C 1.37717 4.79204 -2.44282 -0.060 -0.123 0.056
F 1.76027 6.06314 -2.73252 -0.113 -0.301 0.081
C 1.85527 4.14024 -1.30742 0.011 0.243 -0.175
F 2.73927 4.78534 -0.52032 -0.163 -0.185 -0.098
C 1.48387 2.84224 -1.03012 -0.018 0.003 -0.336
F 2.08637 2.21554 -0.00182 -0.151 -0.023 0.019
C 0.89607 -2.98716 -0.62342 0.307 -0.283 0.264
C 2.07737 -3.12616 0.34928 0.119 -0.225 -0.212
N 2.31737 -1.92356 1.10498 -0.882 -0.249 0.001
C 3.44657 -1.26126 1.06148 1.084 0.382 -0.050
C 4.65087 -1.45716 0.30328 -0.271 -0.149 -0.031
F 4.76687 -2.45366 -0.63582 -0.126 0.202 0.228
C 5.79177 -0.70316 0.47968 0.430 0.323 0.183
F 6.89647 -0.98476 -0.26172 -0.367 0.078 0.202
C 5.86077 0.31584 1.41638 0.049 -0.048 -0.021
F 7.01147 1.01734 1.61728 -0.288 -0.146 -0.075
C 4.71757 0.56794 2.17478 0.262 0.118 0.027
F 4.75677 1.50824 3.14038 0.006 -0.132 -0.261
C 3.57847 -0.16286 1.97498 -0.047 -0.092 0.019
F 2.50817 0.10094 2.76438 0.249 0.077 -0.140
H 1.77277 -2.98386 -3.21342 -0.118 -0.024 -0.006
H 2.98957 -2.32336 -2.11132 0.164 -0.006 0.050
H 2.13127 -1.24166 -3.19352 0.041 0.098 -0.105
H -1.01203 -1.63066 -1.38352 -0.116 -0.214 -0.046
H -0.49273 -2.09266 -3.01572 -0.090 -0.032 0.110
H -1.30153 0.23694 -2.78012 0.023 -0.083 -0.135
H 0.32417 0.11484 -3.47072 -0.126 -0.049 0.017
H 0.77587 -3.95786 -1.14732 -0.084 0.057 -0.001
H 0.00127 -2.81206 -0.03052 -0.027 -0.189 -0.132
H 2.95457 -3.49806 -0.18762 -0.047 0.012 0.066
H 1.79327 -3.91486 1.06688 0.010 0.003 -0.190
O -1.96523 2.81734 -0.88392 -0.065 0.090 0.019
C -2.45263 1.73914 -0.60982 -0.325 0.115 0.046
O -2.04013 0.89234 0.28158 -0.030 0.053 0.107
C -3.71183 1.26014 -1.30282 0.025 -0.059 -0.156
C -4.54603 2.15794 -1.95932 0.134 0.027 0.125
C -5.68633 1.70904 -2.60422 -0.042 0.057 -0.049
C -5.98303 0.35454 -2.61602 -0.126 -0.050 -0.026
C -5.14863 -0.54496 -1.97002 -0.113 -0.089 -0.057
C -4.01703 -0.09686 -1.31232 -0.049 0.134 0.102
H -4.28453 3.20574 -1.94002 0.051 0.090 -0.038
H -6.34763 2.41124 -3.09932 0.037 0.008 0.000
H -6.87413 0.00174 -3.12142 -0.013 -0.018 -0.014
H -5.38803 -1.59946 -1.96472 0.007 -0.074 -0.025
H -3.36973 -0.78226 -0.78632 0.084 -0.093 0.029
```
Positions in Å, forces in eV/Å.

Total charge   -2
Orbital gap   0.237 Ha
E   -84824.94759 eV
Relative energy (zero: lowest compared OMol25 entry of this formula, charge and spin)   0.728 eV
Highest occupied orbital energy   -2.0790 eV

Atom charges from the Löwdin analysis, given in e for atoms 1 to 2: Bi 2.105; O -0.101

***

4.
Density functional theory data (ωB97M-V with the def2-TZVPD basis set) for a structure of composition C30H25BrF4IN6ORuS in a non-equilibrium geometry.

```
70
Properties=species:S:1:pos:R:3:forces:R:3
Ru 0.02327 0.00390 0.01801 6.765 -0.265 5.185
C 0.61081 2.52755 2.94552 0.307 -0.748 0.727
C 0.79101 1.00480 3.25621 -0.610 0.531 -0.440
N 0.12053 0.00337 2.28231 -2.033 -2.899 0.970
C 0.86407 -1.32361 2.31055 -0.366 0.416 2.303
C 0.86306 -2.05893 3.64738 -0.147 0.231 0.129
C -1.35932 -0.08895 2.47187 -0.290 -0.300 0.085
C -2.14775 -0.75072 1.29703 -0.405 0.698 0.195
N -1.93623 0.01790 -0.00755 0.290 -1.558 0.205
C -2.00998 -0.75443 -1.21480 0.410 0.936 -0.516
C -0.94650 -0.75794 -2.21908 -1.281 0.370 0.318
F 0.23884 -0.01663 -2.04454 -1.265 -0.360 -0.613
C -1.03298 -1.45725 -3.39206 -0.268 -0.092 0.020
F -0.01892 -1.41247 -4.25614 0.028 0.015 0.027
C -2.16031 -2.20785 -3.68280 0.031 -0.053 -0.027
C -3.18310 -2.21892 -2.76363 0.030 0.030 -0.045
F -4.28688 -2.92517 -3.02324 -0.024 0.004 0.063
C -3.11593 -1.51140 -1.57071 -0.107 0.078 -0.196
F -4.16475 -1.55436 -0.73708 0.047 -0.046 0.075
H 1.17561 3.13977 3.65607 -0.076 -0.306 0.305
H -0.44008 2.80890 3.02889 0.014 0.118 -0.153
H 0.98660 2.73857 1.92965 -0.074 0.227 2.194
H 0.41644 0.78588 4.26187 -0.162 -0.209 -0.093
H 1.85791 0.80321 3.24484 -0.043 -0.291 -0.078
H 1.89437 -1.16492 2.01830 -0.016 0.607 0.160
H 0.45979 -1.94384 1.54344 -0.398 -0.021 0.898
H 1.30536 -1.46740 4.45101 0.012 -0.023 -0.001
H 1.45451 -2.97051 3.54683 -0.017 -0.008 -0.033
H -0.14238 -2.35204 3.95646 0.008 -0.019 0.004
H -1.77069 0.91558 2.58529 0.363 0.160 -0.040
H -1.56317 -0.61287 3.41457 -0.312 -0.112 -0.120
H -3.20054 -0.72817 1.59478 -0.014 0.068 -0.067
H -1.87222 -1.79586 1.22956 0.040 -0.003 -0.014
H -2.23598 -2.76198 -4.60651 0.004 -0.003 0.002
S 5.36087 -5.52149 -0.31211 0.034 -0.037 -0.013
N 5.53605 -3.91704 -0.27318 0.028 0.063 0.018
C 4.31842 -3.40178 -0.22758 0.060 0.048 0.013
C 3.99286 -1.99263 -0.18811 0.068 -0.065 0.081
C 4.96455 -1.01530 -0.20596 -0.009 0.097 -0.004
C 4.58996 0.32250 -0.18290 -0.017 -0.055 0.011
C 3.24105 0.61958 -0.12830 -0.039 0.254 -0.087
N 2.28974 -0.29946 -0.09235 -0.480 -1.974 -1.273
C 2.61565 -1.62623 -0.13667 -0.048 -0.114 -0.416
C 1.57423 -2.61160 -0.13773 -0.318 0.129 -0.508
N 0.19993 -2.21634 -0.09760 1.142 0.276 -1.837
C -0.72170 -3.20850 -0.15769 0.115 0.129 -0.064
C -0.44090 -4.54108 -0.20193 -0.009 -0.028 0.074
C 0.90426 -4.95366 -0.21203 -0.080 -0.180 -0.010
C 1.88670 -4.00088 -0.19096 0.052 0.088 0.074
C 3.29349 -4.37871 -0.22895 -0.078 0.009 -0.007
N 3.75100 -5.61782 -0.27554 -0.083 -0.034 0.015
H 6.00818 -1.29866 -0.24750 -0.019 -0.079 0.006
H 5.32175 1.11599 -0.20456 -0.027 0.024 -0.030
H 2.89325 1.64405 -0.10129 -0.024 -0.020 0.033
H -1.75080 -2.89658 -0.16668 -0.016 -0.102 -0.070
H -1.24724 -5.25892 -0.23682 -0.038 0.043 -0.018
H 1.16624 -6.00146 -0.25305 0.069 0.018 0.001
O 1.07363 1.15310 1.07661 -0.038 2.145 -5.189
Br 1.85474 5.13192 -2.26108 -0.019 -0.034 -0.008
C 0.68460 5.92931 -0.99726 0.009 0.109 0.041
C 0.60110 7.31492 -0.99722 0.046 0.107 0.036
C -0.23445 7.95585 -0.09726 -0.039 -0.052 0.034
C -0.98335 7.20976 0.80172 0.064 0.013 0.026
C -0.89254 5.82649 0.79360 0.017 0.141 0.044
C -0.05705 5.16924 -0.10494 -0.642 -0.331 -0.562
I 0.02077 3.02846 -0.00286 -0.147 2.354 -1.752
H 1.18628 7.89397 -1.69843 0.025 -0.052 -0.023
H -0.29917 9.03580 -0.09921 0.007 0.002 -0.017
H -1.63807 7.70423 1.50758 -0.006 -0.008 0.002
H -1.48089 5.25279 1.49914 -0.001 -0.060 -0.050
```
Positions in Å, forces in eV/Å.

Orbital gap (alpha / beta)   0.173 / 0.240 Ha
E   -144924.20638 eV
2S+1   2
⟨S²⟩   0.78
Relative energy (zero: lowest compared OMol25 entry of this formula, charge and spin)   9.004 eV
Highest occupied orbital energy (alpha / beta)   -5.5994 / -7.3176 eV

Atom charges from the Löwdin analysis, given in e for atoms 1 to 2: Ru 1.330; C -0.159